Record 1
Entry from the OMol25 dataset: an isolated ion of composition C3H8N3O and charge +1 in a non-equilibrium geometry (the ωB97M-V functional and the def2-TZVPD basis).

Computed properties:
Charge: +1
Energy above the lowest of the compared OMol25 structures with the same formula, charge and spin in kJ/mol: 408.8
HOMO-LUMO gap in hartree: 0.34913
LUMO in eV: -4.95
SMILES: N=[N+]=CCOCN

Element x y z (Å)
C  0.45  1.39  -0.10
C  1.35  0.19  0.05
C  -1.56  0.16  0.14
N  3.68  -0.22  0.31
N  2.56  0.05  0.05
N  -0.89  -1.12  0.42
O  -0.75  1.21  0.59
H  0.91  2.28  0.33
H  0.27  1.55  -1.18
H  -2.51  0.25  0.68
H  -1.74  0.23  -0.94
H  4.34  -0.49  -0.41
H  -1.20  -1.88  -0.19
H  -0.99  -1.39  1.39
H  0.56  -0.70  0.21



Record 2
Entry from the OMol25 dataset: an isolated ion of composition C3H8N3O and charge +1 in a non-equilibrium geometry (the ωB97M-V functional and the def2-TZVPD basis).

Computed properties:
Charge: +1
Energy above the lowest of the compared OMol25 structures with the same formula, charge and spin in kJ/mol: 540.1
HOMO-LUMO gap (alpha / beta) in hartree: 0.32719 / 0.32719
LUMO (alpha / beta) in eV: -4.89 / -4.89

Element x y z (Å)
C  -1.11  -0.10  -0.08
C  0.31  1.82  -0.14
C  1.66  -1.32  0.13
N  -1.06  1.22  0.06
N  0.96  -0.28  -0.52
N  -2.00  -1.07  -0.13
O  1.22  0.91  0.11
H  0.35  2.31  -1.20
H  0.42  2.72  0.60
H  1.06  -2.19  0.21
H  2.63  -1.71  -0.32
H  1.95  -1.21  1.19
H  -1.78  1.97  0.34
H  -2.98  -1.18  0.09
H  -1.61  -1.89  -0.33



Record 3
Entry from the OMol25 dataset: an isolated ion of composition C3H8N3O and charge +1 in a non-equilibrium geometry (the ωB97M-V functional and the def2-TZVPD basis).

Computed properties:
Charge: +1
Energy above the lowest of the compared OMol25 structures with the same formula, charge and spin in kJ/mol: 294.9
HOMO-LUMO gap in hartree: 0.40326
LUMO in eV: -3.44
SMILES: CN1CNC(=[NH2+])O1

Element x y z (Å)
C  1.21  0.33  0.06
C  -0.84  0.11  1.12
C  -1.70  -0.29  -1.18
N  -0.96  0.75  -0.51
N  0.54  -0.23  1.06
N  2.51  0.40  -0.09
O  0.41  0.67  -0.91
H  -1.03  0.96  1.75
H  -1.48  -0.81  1.22
H  -1.67  0.05  -2.26
H  -1.30  -1.33  -0.91
H  -2.77  -0.32  -0.82
H  0.91  -0.86  1.76
H  3.19  0.16  0.64
H  2.99  0.39  -0.94



Record 4
Entry from the OMol25 dataset: C3H8N3O as an isolated structure in a non-equilibrium geometry (the ωB97M-V functional and the def2-TZVPD basis).

Computed properties:
Charge: +1
Energy above the lowest of the compared OMol25 structures with the same formula, charge and spin in kJ/mol: 768.8
HOMO-LUMO gap in hartree: 0.39332
LUMO in eV: -4.15

Element x y z (Å)
C  -1.47  0.28  -0.50
C  -0.49  1.26  0.09
C  0.14  -1.35  -0.11
N  -1.16  -1.02  0.14
N  2.20  0.02  0.63
N  0.99  0.06  0.08
O  1.99  0.41  -0.75
H  -2.52  0.62  -0.30
H  -1.29  0.22  -1.65
H  -0.12  2.10  -0.49
H  -0.53  1.28  1.19
H  0.63  -2.09  0.65
H  0.27  -1.66  -1.25
H  -1.39  -0.88  1.10
H  2.75  0.76  1.16



Record 5
Entry from the OMol25 dataset: an isolated ion of composition C3H8N3O and charge +1 in a non-equilibrium geometry (the ωB97M-V functional and the def2-TZVPD basis).

Computed properties:
Charge: +1
Energy above the lowest of the compared OMol25 structures with the same formula, charge and spin in kJ/mol: 266.6
HOMO-LUMO gap in hartree: 0.36603
LUMO in eV: -3.77
SMILES: [NH2+]=CN[C@@H]1N[C@H]1O

Element x y z (Å)
C  1.81  0.47  -0.03
C  -2.24  -0.50  0.13
C  -0.79  0.07  0.45
N  0.64  -0.09  -0.17
N  2.71  0.30  -1.00
N  -1.31  -1.09  1.00
O  -3.22  0.16  0.80
H  -2.59  -0.86  -0.75
H  -0.97  0.93  1.08
H  0.43  -0.76  -0.86
H  3.45  1.01  -0.98
H  2.49  -0.16  -1.85
H  1.88  1.09  0.84
H  -1.56  -1.08  1.99
H  -4.01  -0.11  0.40



Record 6
Entry from the OMol25 dataset: a 2-piece molecular cluster, C3H8N3O overall in a non-equilibrium geometry (the ωB97M-V functional and the def2-TZVPD basis).

Computed properties:
Charge: +1
Energy above the lowest of the compared OMol25 structures with the same formula, charge and spin in kJ/mol: 0.0
HOMO-LUMO gap (alpha / beta) in hartree: 0.24001 / 0.36727
LUMO (alpha / beta) in eV: -3.47 / -5.14
Spin multiplicity: 3

Element x y z (Å)
C  -1.47  0.29  0.37
C  1.55  0.56  -0.16
C  0.03  -1.61  0.18
N  -2.26  1.26  -0.21
N  2.76  0.13  -0.17
N  -0.99  -0.81  -0.24
O  0.68  1.37  0.01
H  -1.34  0.33  1.40
H  0.28  -1.62  1.26
H  0.21  -2.49  -0.41
H  -2.52  2.03  0.43
H  -2.29  1.27  -1.25
H  2.91  -0.80  0.01
H  3.50  0.84  0.01
H  -1.03  -0.74  -1.25



Record 7
Entry from the OMol25 dataset: an isolated ion of composition C3H8N3O and charge +1 in a non-equilibrium geometry (the ωB97M-V functional and the def2-TZVPD basis).

Computed properties:
Charge: +1
Energy above the lowest of the compared OMol25 structures with the same formula, charge and spin in kJ/mol: 358.1
HOMO-LUMO gap (alpha / beta) in hartree: 0.35057 / 0.25063
LUMO (alpha / beta) in eV: -3.10 / -8.16
Spin multiplicity: 3

Element x y z (Å)
C  1.28  -0.58  -0.77
C  1.13  -0.71  0.72
C  0.14  0.13  0.00
N  -2.17  0.16  -0.05
N  -1.09  -0.65  -0.03
N  -0.06  1.53  -0.06
O  -3.32  -0.16  0.06
H  2.30  -0.11  -0.90
H  1.23  -1.46  -1.37
H  0.85  -1.45  1.44
H  1.85  -0.05  1.21
H  -1.15  -1.62  -0.04
H  0.56  1.96  -0.84
H  0.16  1.87  0.91
H  -1.71  1.15  -0.26



Record 8
Entry from the OMol25 dataset: an isolated ion of composition C3H8N3OS and charge +1 in a non-equilibrium geometry (the ωB97M-V functional and the def2-TZVPD basis).

Computed properties:
Charge: +1
Energy above the lowest of the compared OMol25 structures with the same formula, charge and spin in kJ/mol: 237.0
HOMO-LUMO gap in hartree: 0.33140
LUMO in eV: -4.77
SMILES: COC(=[NH2+])/N=N\CS

Element x y z (Å)
C  -2.05  0.27  -0.67
C  0.87  0.64  0.02
C  2.09  -1.52  -0.22
N  -0.89  0.34  -1.61
N  0.26  0.47  -1.22
N  0.81  1.79  0.57
O  1.87  -0.11  0.38
S  -1.73  0.06  1.07
H  -2.55  1.25  -0.87
H  -2.70  -0.54  -0.86
H  1.35  -1.72  -0.90
H  2.14  -2.29  0.63
H  3.13  -1.47  -0.64
H  -2.93  -0.41  1.27
H  0.09  2.45  0.45
H  1.53  1.92  1.26



Record 9
Entry from the OMol25 dataset: an isolated ion of composition C3H8N3S and charge +1 in a non-equilibrium geometry (the ωB97M-V functional and the def2-TZVPD basis).

Computed properties:
Charge: +1
Energy above the lowest of the compared OMol25 structures with the same formula, charge and spin in kJ/mol: 103.2
HOMO-LUMO gap in hartree: 0.38757
LUMO in eV: -3.61

Element x y z (Å)
C  1.17  0.39  1.01
C  -1.24  -0.06  0.59
C  -0.09  0.25  -1.54
N  1.37  0.75  -0.21
N  -0.79  -0.51  -0.72
N  -0.10  0.23  1.50
S  0.62  -0.30  -3.05
H  1.88  0.56  1.88
H  -1.93  0.76  0.53
H  -1.80  -1.00  0.95
H  -0.22  1.34  -1.64
H  2.34  1.02  -0.36
H  -0.53  -1.46  -0.81
H  -0.24  -0.18  2.38
H  0.13  -1.55  -3.21



Record 10
Entry from the OMol25 dataset: the molecule C3H8N4 in a non-equilibrium geometry (the ωB97M-V functional and the def2-TZVPD basis).

Computed properties:
Charge: 0
Energy above the lowest of the compared OMol25 structures with the same formula, charge and spin in kJ/mol: 249.0
HOMO-LUMO gap in hartree: 0.36652
LUMO in eV: 0.83
SMILES: [H]/N=C/N=C\N(C)N

Element x y z (Å)
C  0.48  1.27  0.07
C  0.13  -1.20  -0.09
C  -1.97  -0.43  0.32
H  1.31  1.98  0.17
H  -0.01  1.47  -0.89
H  -0.24  1.49  0.88
H  2.73  -1.10  0.38
H  2.49  -0.54  -1.13
H  0.73  -2.11  -0.34
H  -2.18  -0.30  1.41
H  -3.14  0.99  -0.12
N  0.96  -0.10  0.13
N  2.35  -0.31  -0.15
N  -1.14  -1.44  -0.05
N  -2.50  0.32  -0.57



Record 11
Entry from the OMol25 dataset: the molecule C3H8N4 in a non-equilibrium geometry (the ωB97M-V functional and the def2-TZVPD basis).

Computed properties:
Charge: 0
Energy above the lowest of the compared OMol25 structures with the same formula, charge and spin in kJ/mol: 293.0
HOMO-LUMO gap in hartree: 0.37164
LUMO in eV: 0.70
SMILES: [H]/N=C\N(C)N/C=N/[H]

Element x y z (Å)
C  0.95  -0.72  0.85
C  0.23  0.88  -1.54
C  -1.31  -0.41  0.65
H  1.22  -1.51  1.63
H  0.71  0.25  1.35
H  1.88  -0.65  0.16
H  -0.15  -1.12  -2.07
H  0.60  1.05  -2.50
H  0.53  2.75  -1.06
H  -2.07  -0.08  -0.03
H  -0.79  -0.57  2.59
N  -0.21  -0.97  0.04
N  -0.24  -0.37  -1.34
N  0.25  1.79  -0.66
N  -1.59  -0.32  1.92



Record 12
Entry from the OMol25 dataset: a 2-piece molecular cluster, C3H8N4 overall in a non-equilibrium geometry (the ωB97M-V functional and the def2-TZVPD basis).

Computed properties:
Charge: 0
Energy above the lowest of the compared OMol25 structures with the same formula, charge and spin in kJ/mol: 302.1
HOMO-LUMO gap in hartree: 0.39326
LUMO in eV: 1.19

Element x y z (Å)
C  0.60  0.62  -0.32
C  0.14  1.91  0.25
C  1.66  -1.45  -0.21
N  -2.64  -0.34  0.06
N  -3.30  0.49  -0.30
N  -1.93  -1.28  0.23
N  1.19  -0.23  0.38
H  0.41  0.48  -1.40
H  -0.88  2.14  -0.05
H  0.78  2.71  -0.12
H  0.21  1.87  1.34
H  2.76  -1.44  -0.18
H  1.32  -2.28  0.41
H  1.32  -1.60  -1.24
H  -1.67  -1.59  1.15



no.,E_tot (Eh)
1,-358.2407
2,-358.1907
3,-358.2841
4,-358.1036
5,-358.2949
6,-358.2307
7,-358.0943
8,-756.4541
9,-681.2750
10,-338.0589
11,-338.0422
12,-338.0387